(1)
Entry from OMol25: 15 unconnected molecules or ions with the total composition C30H90O30 at a distorted geometry (ωB97M-V with the def2-TZVPD basis set).

- energy relative to the best compared isomer or geometry (same formula, charge and spin) (kcal/mol) = 81.4
- LUMO level (eV) = 0.0
- E_HOMO (eV) = -9.55
- electronic energy (hartree) = -3453.90651
- maximum force (eV Å⁻¹) = 3.08

Element x y z (Å)
1 O 0.680 2.312 -4.459
2 O 1.766 -2.182 -4.705
3 O -2.663 -0.963 -3.776
4 O -4.383 1.685 2.373
5 O -5.749 2.085 0.108
6 O -2.206 3.172 1.462
7 O -1.516 6.115 -3.829
8 O -1.119 -5.110 -0.672
9 O -0.156 6.927 -1.260
10 O 0.536 -1.703 4.727
11 O -5.259 3.699 -2.256
12 O 3.777 1.927 -2.565
13 O 1.337 -4.015 2.934
14 O 4.306 0.719 0.018
15 O 2.733 0.281 5.386
16 O 0.766 -1.227 0.157
17 O 2.387 -6.072 1.084
18 O 4.249 -7.475 -0.674
19 O -3.703 0.343 -6.133
20 O -2.417 6.787 1.909
21 O -6.271 -4.080 -1.011
22 O 3.149 1.318 2.670
23 O 5.207 -2.804 0.182
24 O -1.538 -2.540 0.655
25 O -2.555 -0.608 4.177
26 O -3.400 -1.805 -1.171
27 O 3.339 1.212 8.167
28 O 4.402 3.319 1.070
29 O -0.638 2.172 -0.458
30 O 0.775 -4.354 -3.234
31 C 0.938 -1.526 3.360
32 C -2.048 4.326 2.205
33 C -1.903 -0.050 -4.565
34 C 4.264 0.999 7.106
35 C 1.921 -2.661 3.049
36 C -0.453 5.426 -3.218
37 C 1.135 -2.064 -3.423
38 C 2.575 2.612 2.586
39 C 2.385 2.062 -2.825
40 C 1.482 -3.320 -2.616
41 C -3.939 0.314 2.407
42 C -5.044 -3.525 -0.623
43 C -2.758 0.992 -5.289
44 C -2.867 5.483 1.447
45 C -0.813 -4.744 0.654
46 C 4.281 -6.066 -0.461
47 C -1.740 -3.767 1.313
48 C 5.353 -1.422 0.493
49 C 2.835 -5.579 -0.110
50 C 2.050 2.084 -4.274
51 C -5.144 1.573 -1.059
52 C 0.486 6.396 -2.421
53 C -2.535 0.080 2.953
54 C -4.723 -2.229 -1.414
55 C 2.961 3.295 1.216
56 C -0.406 0.749 -0.656
57 C 3.783 -0.142 6.244
58 C -4.382 2.701 -1.745
59 C 0.559 0.148 0.416
60 C 4.598 -0.577 -0.516
61 H 1.114 -4.499 -4.120
62 H -2.966 2.660 1.746
63 H -0.311 -4.979 -1.174
64 H -3.133 -1.627 -4.286
65 H 4.381 1.897 6.499
66 H -6.448 2.644 -0.239
67 H 4.857 -7.873 -0.047
68 H -1.334 2.242 0.199
69 H 6.412 -1.169 0.524
70 H 2.249 1.129 -4.761
71 H 4.963 -5.812 0.350
72 H -4.966 1.802 1.620
73 H 2.542 -3.570 -2.662
74 H -2.024 1.040 2.878
75 H 1.496 2.651 2.741
76 H 2.583 2.820 -4.876
77 H 1.887 -4.619 2.429
78 H -3.157 -0.104 4.731
79 H -3.001 -1.694 -2.038
80 H 1.996 2.951 -2.329
81 H -2.330 4.231 3.253
82 H 5.214 0.689 7.542
83 H 5.936 -3.122 -0.356
84 H 1.554 0.593 0.406
85 H -2.736 5.626 0.374
86 H -3.653 3.185 -1.095
87 H -1.293 0.501 -3.849
88 H -4.680 -0.326 2.884
89 H -3.984 0.089 1.341
90 H 1.125 -3.150 -1.600
91 H -0.973 4.462 2.322
92 H 2.138 -5.794 -0.920
93 H 2.686 1.830 7.831
94 H -0.029 -1.750 0.290
95 H -3.289 1.557 -4.523
96 H -1.416 0.344 -0.587
97 H 1.243 -0.511 3.106
98 H 2.929 -4.500 0.017
99 H 1.667 -1.273 -2.895
100 H -4.834 -2.347 -2.491
101 H 0.029 -1.703 2.786
102 H 4.605 -5.571 -1.377
103 H 3.155 1.169 3.619
104 H 3.003 3.189 3.405
105 H 0.862 7.298 -2.904
106 H 0.237 -4.458 0.707
107 H 2.550 -2.473 2.179
108 H 1.391 -1.566 -5.339
109 H -0.872 7.500 -1.543
110 H -1.249 -0.573 -5.262
111 H -5.450 -1.453 -1.173
112 H -0.861 4.680 -2.536
113 H 3.600 -0.979 -0.689
114 H 2.502 4.283 1.271
115 H 0.604 2.394 -5.413
116 H 2.317 -7.029 1.110
117 H -1.502 -3.614 2.365
118 H 0.276 -2.614 4.880
119 H -6.674 -4.620 -0.327
120 H -1.953 -0.567 2.297
121 H 1.367 5.761 -2.325
122 H -4.255 -4.276 -0.617
123 H 2.689 -2.687 3.822
124 H -4.364 -0.143 -5.634
125 H -5.080 -3.359 0.454
126 H -3.832 2.387 -2.633
127 H 3.965 1.485 -1.733
128 H -2.246 -2.400 0.021
129 H -0.200 0.591 -1.715
130 H 4.735 2.437 0.890
131 H 3.723 0.634 0.776
132 H -5.291 4.467 -1.681
133 H -1.461 6.748 1.983
134 H 0.031 0.210 1.368
135 H -5.848 1.144 -1.771
136 H 2.460 2.841 0.361
137 H -2.159 1.742 -5.807
138 H 4.920 -1.274 1.483
139 H -2.730 -4.200 1.169
140 H 4.598 -0.617 5.698
141 H 0.051 4.857 -3.998
142 H 1.801 1.289 -2.325
143 H 3.450 -0.922 6.928
144 H 0.084 -1.776 -3.414
145 H -4.453 0.753 -0.859
146 H -3.933 5.318 1.602
147 H 2.080 -0.409 5.245
148 H -0.921 -5.689 1.186
149 H 5.087 -0.590 -1.490
150 H -1.933 5.455 -4.387

(2)
Entry from OMol25: 18 unconnected molecules or ions with the total composition C31H100N20O18 at a distorted geometry (ωB97M-V with the def2-TZVPD basis set).

- LUMO level (eV) = -0.6
- E_HOMO (eV) = -8.61
- electronic energy (hartree) = -3690.70778
- maximum force (eV Å⁻¹) = 7.56

Element x y z (Å)
1 O 4.622 29.443 -32.635
2 O 1.327 32.820 -33.125
3 O -3.133 22.784 -35.832
4 O -2.046 29.631 -34.271
5 O -2.104 36.260 -33.084
6 O 1.305 32.524 -37.127
7 O -4.339 21.711 -32.121
8 O -4.070 30.872 -30.295
9 O -5.929 25.076 -28.742
10 O -5.750 27.222 -37.854
11 O 1.141 23.943 -33.734
12 O -5.808 29.664 -34.450
13 O -3.235 26.888 -39.180
14 O -0.287 25.496 -28.382
15 O 0.380 30.860 -29.849
16 O -7.014 24.982 -33.842
17 O -4.315 33.169 -37.333
18 O -2.168 23.312 -31.379
19 N -1.054 24.322 -33.794
20 N -6.373 22.610 -32.238
21 N -5.940 32.097 -30.078
22 N 2.400 29.638 -32.996
23 N -2.620 26.985 -35.070
24 N 0.174 34.201 -31.835
25 N -5.160 22.942 -33.813
26 N -4.193 30.664 -35.591
27 N -6.750 26.957 -34.741
28 N -1.616 29.883 -29.802
29 N 1.225 26.635 -29.470
30 N -6.778 26.793 -32.614
31 N 0.257 25.988 -33.907
32 N -1.455 31.958 -30.351
33 N -0.129 25.450 -30.664
34 N 0.860 29.925 -38.478
35 N -6.201 31.573 -35.716
36 N -0.375 34.013 -33.920
37 N 3.723 31.359 -33.048
38 N -5.393 31.616 -32.028
39 C 0.527 30.267 -37.105
40 C 2.310 33.478 -36.859
41 C 0.211 25.806 -29.466
42 C -5.209 22.348 -32.652
43 C -3.788 22.899 -37.060
44 C -1.495 22.588 -30.378
45 C -3.366 26.288 -32.942
46 C -0.210 22.042 -30.970
47 C -3.454 34.257 -32.882
48 C 0.446 28.900 -36.328
49 C 1.518 31.258 -36.539
50 C -5.011 25.517 -29.684
51 C -6.360 28.454 -38.244
52 C -6.888 26.172 -33.764
53 C -2.996 33.464 -36.862
54 C -3.249 35.749 -32.470
55 C -4.733 24.155 -37.033
56 C -1.341 30.809 -33.972
57 C 3.641 30.105 -32.914
58 C -5.037 31.483 -30.805
59 C -1.882 33.349 -37.947
60 C -3.205 27.526 -33.863
61 C 0.198 24.698 -33.875
62 C -2.690 29.162 -38.729
63 C -3.580 25.685 -29.055
64 C 0.442 33.665 -32.958
65 C -7.678 28.627 -37.554
66 C -2.955 28.162 -39.772
67 C -0.814 30.907 -29.977
68 C -5.468 30.561 -35.180
69 C -2.341 28.660 -33.251
70 H -1.757 25.014 -34.012
71 H -7.574 28.706 -36.472
72 H -2.287 27.839 -35.493
73 H -4.230 27.846 -34.049
74 H -6.723 22.138 -31.416
75 H -4.499 22.090 -37.230
76 H -5.628 29.193 -37.917
77 H 1.423 28.485 -36.083
78 H -3.568 29.256 -38.090
79 H -0.915 33.306 -37.445
80 H -1.441 28.346 -32.721
81 H -4.011 31.471 -36.172
82 H 2.541 30.964 -36.771
83 H -5.158 24.167 -38.037
84 H 1.224 30.770 -38.894
85 H -4.955 31.102 -32.779
86 H -2.543 22.033 -35.929
87 H -0.504 21.310 -31.722
88 H -2.593 30.017 -30.019
89 H 1.178 26.396 -33.831
90 H -1.542 31.108 -32.943
91 H 2.963 31.955 -33.342
92 H -0.274 33.682 -34.869
93 H -0.986 32.851 -30.417
94 H -1.335 23.396 -33.505
95 H -3.385 26.236 -39.867
96 H -4.145 36.302 -32.751
97 H -2.851 29.187 -32.446
98 H 1.504 27.201 -28.683
99 H -3.585 26.313 -28.164
100 H 0.161 28.106 -37.018
101 H -1.258 28.939 -29.844
102 H -7.156 31.578 -35.388
103 H -3.171 35.849 -31.388
104 H 1.583 31.199 -35.452
105 H -2.476 30.145 -39.149
106 H -6.855 26.361 -31.705
107 H -1.964 32.366 -38.411
108 H -2.915 26.190 -29.755
109 H 1.657 26.836 -30.361
110 H -5.847 23.545 -34.240
111 H -1.838 29.069 -38.056
112 H -6.639 27.926 -34.481
113 H 4.669 31.712 -33.084
114 H -8.356 27.795 -37.750
115 H -4.513 33.778 -38.048
116 H -1.022 25.005 -30.821
117 H -1.280 23.175 -29.485
118 H -6.078 32.330 -32.232
119 H -4.439 33.884 -32.602
120 H -3.846 28.493 -40.305
121 H -0.319 30.469 -34.144
122 H -6.525 28.518 -39.319
123 H -3.087 34.481 -36.480
124 H -1.914 37.102 -32.664
125 H -5.834 32.249 -36.371
126 H -3.768 25.447 -33.507
127 H -3.156 24.702 -28.849
128 H -1.051 34.735 -33.714
129 H -8.184 29.524 -37.910
130 H -3.332 34.202 -33.964
131 H -2.804 32.729 -36.080
132 H -5.392 26.496 -29.978
133 H -3.077 22.963 -37.885
134 H 2.331 28.637 -32.881
135 H -2.662 33.594 -32.533
136 H -6.448 32.867 -30.489
137 H -4.296 22.816 -34.321
138 H -3.435 30.084 -35.259
139 H -2.449 31.880 -30.510
140 H -0.496 30.640 -37.141
141 H -2.072 28.173 -40.411
142 H -5.529 24.048 -36.297
143 H -6.734 26.538 -35.660
144 H -0.447 34.997 -31.808
145 H -4.209 25.105 -36.934
146 H -4.974 24.971 -30.626
147 H -4.809 27.253 -38.037
148 H 3.340 33.127 -36.933
149 H -1.777 34.068 -38.759
150 H -5.645 24.208 -28.445
151 H -4.092 26.578 -32.183
152 H -1.401 31.631 -34.686
153 H -2.828 22.708 -31.727
154 H -2.543 25.898 -32.344
155 H -3.397 26.761 -35.675
156 H 0.300 21.370 -30.279
157 H 2.230 34.359 -37.496
158 H 0.384 22.862 -31.374
159 H -0.233 28.872 -35.476
160 H -0.475 26.529 -34.345
161 H -6.920 23.247 -32.800
162 H -5.997 31.841 -29.103
163 H -2.082 21.732 -30.044
164 H 0.749 33.982 -31.034
165 H 1.616 29.258 -38.410
166 H 2.133 33.726 -35.813
167 H -6.493 27.762 -32.595
168 H 1.603 30.231 -32.815
169 H 0.311 25.883 -31.463

(3)
Entry from OMol25: a molecular structure, C31H12BF15GeO3S5Sc at a distorted geometry (ωB97M-V with the def2-TZVPD basis set).

- charge = -1
- LUMO level (eV) = 1.9
- E_HOMO (eV) = -4.90
- electronic energy (hartree) = -7765.90821
- maximum force (eV Å⁻¹) = 1.21

Element x y z (Å)
1 Ge 3.334 0.456 -1.550
2 Sc 0.117 -0.716 0.163
3 S 1.377 0.384 4.937
4 S 0.942 0.800 2.023
5 S 1.271 0.262 -2.073
6 S 0.705 -2.462 4.889
7 S 0.120 -2.556 1.982
8 F 4.808 -0.607 1.256
9 F 4.996 3.487 3.501
10 F 6.371 0.891 -1.371
11 F 4.511 3.900 -5.481
12 F 6.697 -3.583 -2.831
13 F 3.768 4.719 1.416
14 F 5.760 -1.080 -3.160
15 F 3.081 3.268 -0.782
16 F 5.525 0.828 3.394
17 F 2.814 2.303 -4.106
18 F 3.333 -4.456 0.333
19 F 8.074 2.439 -2.778
20 F 2.399 -1.931 0.038
21 F 7.142 3.942 -4.842
22 F 5.535 -5.249 -1.041
23 O -2.954 -1.574 -0.986
24 O -3.172 0.215 0.397
25 O 1.478 -1.180 7.061
26 C -6.778 -0.548 0.146
27 C 0.616 -1.607 3.352
28 C 4.963 3.143 -4.478
29 C 4.113 -1.400 -1.497
30 C -5.641 0.160 0.550
31 C 1.243 -1.106 5.882
32 C 5.064 -4.015 -1.197
33 C -4.276 -1.365 -0.740
34 C -8.144 -0.113 0.678
35 C 3.507 -2.310 -0.651
36 C 6.778 2.406 -3.097
37 C -8.094 -0.052 2.214
38 C 4.629 2.779 2.437
39 C -9.261 -1.086 0.291
40 C 5.172 -1.870 -2.250
41 C 0.931 -0.298 3.377
42 C 5.891 1.617 -2.389
43 C 4.525 0.701 1.261
44 C -8.500 1.272 0.121
45 C 4.898 1.422 2.379
46 C 4.547 1.544 -2.710
47 C 5.663 -3.157 -2.100
48 C -6.625 -1.636 -0.714
49 C 3.899 1.293 0.180
50 C 4.009 3.406 1.371
51 C 4.104 2.325 -3.762
52 C 3.951 -3.603 -0.478
53 C 6.306 3.174 -4.147
54 C -4.410 -0.267 0.105
55 C -5.380 -2.057 -1.179
56 C 3.668 2.656 0.264
57 B -2.224 -0.595 -0.267
58 H -5.708 1.025 1.197
59 H -9.378 -1.152 -0.792
60 H -9.064 -2.085 0.685
61 H -7.732 2.006 0.367
62 H -9.450 1.616 0.538
63 H -10.207 -0.737 0.709
64 H -7.726 -0.997 2.616
65 H -5.290 -2.910 -1.838
66 H -7.438 0.744 2.567
67 H -7.494 -2.187 -1.043
68 H -9.094 0.129 2.616
69 H -8.594 1.233 -0.966

(4)
Entry from OMol25: 2 unconnected molecules or ions with the total composition C31H14BF13 at a distorted geometry (ωB97M-V with the def2-TZVPD basis set).

- LUMO level (eV) = -4.2
- E_HOMO (eV) = -7.91
- electronic energy (hartree) = -2512.71852
- maximum force (eV Å⁻¹) = 1.78

Element x y z (Å)
1 F 4.642 3.699 -1.276
2 F -5.086 -0.654 3.882
3 F -2.176 1.189 0.637
4 F 3.290 0.137 -4.117
5 F -0.777 -2.529 3.295
6 F -3.015 -0.430 -3.900
7 F 2.333 -1.190 -0.467
8 F 4.125 -0.042 5.017
9 F 1.001 -5.312 -2.413
10 F -4.713 3.519 -1.876
11 F -1.986 -3.037 0.453
12 F 0.595 1.679 2.339
13 F 1.733 -2.972 2.183
14 C 1.145 -0.632 2.123
15 C -0.021 2.566 -1.435
16 C 0.723 -4.230 -1.614
17 C 3.645 2.909 -1.804
18 C 1.281 2.302 -1.930
19 C -3.877 -0.665 3.233
20 C 2.373 0.848 3.665
21 C 1.940 -1.680 2.603
22 C -3.644 0.251 2.216
23 C 1.627 1.373 -2.959
24 C 2.341 3.112 -1.393
25 C 2.969 1.171 -3.262
26 C -3.641 2.724 -2.220
27 C -3.890 1.573 -2.966
28 C -1.277 2.175 -1.970
29 C -1.524 0.979 -2.704
30 C 1.675 -3.221 -1.485
31 C -2.804 0.736 -3.196
32 C -2.387 3.059 -1.744
33 C 1.373 -2.163 -0.637
34 C -2.418 0.196 1.563
35 C 4.008 1.920 -2.717
36 C 3.148 -0.233 4.070
37 C -0.502 -4.162 -0.959
38 C -1.423 -0.739 1.840
39 C -2.911 -1.593 3.613
40 C 0.170 -2.022 0.062
41 C -1.713 -1.604 2.904
42 C 2.944 -1.508 3.551
43 C -0.750 -3.058 -0.147
44 C 1.388 0.611 2.712
45 B -0.031 -0.768 1.036
46 H 2.613 -3.232 -2.030
47 H 3.539 -2.366 3.862
48 H -1.270 -4.920 -1.086
49 H 5.043 1.744 -2.999
50 H 0.862 0.872 -3.549
51 H 2.513 1.849 4.057
52 H -0.068 3.295 -0.622
53 H 2.094 3.932 -0.718
54 H -4.364 1.009 1.932
55 H -3.056 -2.283 4.441
56 H -2.221 4.002 -1.225
57 H -4.887 1.328 -3.326
58 H 0.025 0.222 0.327
59 H -0.725 0.259 -2.871

What is the formula in the first record? C30H90O30

Which formula does entry 3 have? C31H12BF15GeO3S5Sc

Which formula does entry 3 have? C31H12BF15GeO3S5Sc